[1]
12
Properties=species:S:1:pos:R:3 method="wB97M-V/def2-TZVPD" spin_multiplicity=1 smiles="CC1=C[C@H]1[N+]#CF" total_charge=+1 energy_ev=-9460.8930 de_lowest_kj_mol=563.06
C 1.173 -0.345 0.685
C -0.375 -0.595 0.598
C 0.719 -0.115 -0.512
C -2.086 0.522 2.163
C 0.852 0.260 -1.901
N -1.336 0.183 1.354
F -2.934 0.892 2.927
H 1.926 -0.293 1.368
H -0.716 -1.658 0.401
H -0.065 -0.155 -2.524
H 1.843 -0.058 -2.341
H 0.999 1.362 -2.218

=====

[2]
13
Properties=species:S:1:pos:R:3 method="wB97M-V/def2-TZVPD" spin_multiplicity=1 total_charge=0 energy_ev=-10961.6936 de_lowest_kj_mol=138.34
C -2.286 0.083 0.088
C -0.918 0.099 0.039
C 1.277 -0.627 -0.024
C 1.188 0.839 -0.082
C -0.051 1.245 -0.013
H -3.071 0.871 -0.231
H -0.462 -1.993 0.375
H 3.178 -0.776 0.027
H 2.164 1.416 -0.062
H -0.456 2.282 0.034
N -0.060 -1.008 0.066
N 2.397 -1.341 -0.085
F -2.900 -1.090 -0.131

=====

[3]
16
Properties=species:S:1:pos:R:3 method="wB97M-V/def2-TZVPD" spin_multiplicity=4 total_charge=+1 energy_ev=-57203.5797 de_lowest_kj_mol=0.00
C -0.300 -0.851 1.034
C -0.848 -1.266 -0.341
O -1.453 -2.525 -0.082
C -1.721 -2.632 1.225
O -1.139 -1.639 1.908
O -2.382 -3.503 1.712
O -0.282 0.407 1.333
F 0.976 -1.408 1.199
H -0.035 -1.095 -1.168
Ni 0.355 1.899 0.824
H -1.620 -0.577 -0.702
C 2.144 2.609 -1.232
C 0.834 2.456 -1.226
H 2.895 2.781 -0.454
H 2.642 2.766 -2.199
H -0.067 2.579 -1.833

=====

[4]
12
Properties=species:S:1:pos:R:3 method="wB97M-V/def2-TZVPD" spin_multiplicity=1 total_charge=0 energy_ev=-10027.5304 de_lowest_kj_mol=245.66
C 0.931 -0.808 -0.017
C -0.323 -0.309 1.014
C -0.290 -0.477 -0.937
C -0.432 1.031 -0.690
C -0.317 1.117 0.592
H 1.205 -1.891 0.093
H -0.427 -0.597 2.078
H -0.362 -0.911 -1.900
H -0.598 1.768 -1.447
H -0.308 2.130 1.116
O -1.127 -1.099 0.087
F 2.048 0.045 0.010

=====

[5]
16
Properties=species:S:1:pos:R:3 method="wB97M-V/def2-TZVPD" spin_multiplicity=8 total_charge=+1 energy_ev=-34067.5993 de_lowest_kj_mol=39.40
C -1.276 -0.569 0.881
C -1.638 -0.605 -0.611
O -2.952 -1.150 -0.623
C -3.491 -1.068 0.598
O -2.583 -0.660 1.490
O -4.638 -1.303 0.849
O -0.593 0.432 1.330
F -0.665 -1.783 1.222
H -0.867 -1.178 -1.216
Sm 1.537 1.619 1.418
H -1.663 0.402 -1.042
C 4.085 0.885 -0.636
C 3.049 1.684 -0.805
H 4.736 0.729 0.231
H 4.459 0.332 -1.509
H 2.501 2.232 -1.578

=====

[6]
16
Properties=species:S:1:pos:R:3 method="wB97M-V/def2-TZVPD" spin_multiplicity=8 total_charge=+2 energy_ev=-38585.2946 de_lowest_kj_mol=0.00
C -0.735 -0.269 1.453
C -1.496 0.934 1.964
O -0.594 1.720 2.651
C 0.661 1.262 2.442
O 0.634 0.143 1.723
O 1.644 1.836 2.805
O -0.880 -0.684 0.236
F -0.938 -1.350 2.320
H -2.466 0.816 2.446
Tb -1.880 -0.352 -1.740
H -2.508 1.854 0.527
C -2.451 2.467 -1.837
C -3.018 1.948 -0.741
H -1.397 2.761 -1.856
H -3.025 2.614 -2.759
H -4.077 1.675 -0.687